[1]
An isolated ion of composition C6H14N3 and charge +1 in a non-equilibrium geometry, computed with ωB97M-V/def2-TZVPD.

Each line ends with the Mulliken charge.
CARTESIAN COORDINATES (ANGSTROEM)
N  -0.27  -1.33  -0.04  -0.073
N  -0.50  0.62  -2.07  -0.571
N  0.63  1.11  -2.76  -0.195
C  -0.27  0.45  1.78  0.298
C  -0.26  -1.87  -1.37  -0.520
C  -0.90  -0.67  -2.37  -0.594
C  1.10  1.16  1.91  -1.370
C  -0.66  -0.45  3.04  -1.124
C  -0.36  -0.36  0.63  0.367
H  -0.98  1.14  1.66  0.283
H  -0.51  -1.07  -3.36  0.338
H  1.50  0.71  -2.44  0.287
H  -1.02  -2.69  -1.36  0.334
H  0.09  -1.21  3.04  0.325
H  0.65  2.08  -2.62  0.318
H  -2.01  -0.87  -2.50  0.327
H  -0.56  0.23  3.88  0.382
H  1.44  1.69  1.04  0.354
H  0.81  -2.05  -1.60  0.322
H  1.90  0.56  2.29  0.383
H  1.13  2.02  2.67  0.350
H  -1.60  -0.75  2.63  0.381
H  0.51  0.84  -3.86  0.398

## Properties
Charge = +1
Energy above the lowest of the compared OMol25 structures with the same formula, charge and spin = 5.031 eV
2S+1 = 1
E_LUMO = -3.30 eV

=====

[2]
A 2-piece molecular cluster, C3H8Br overall in a non-equilibrium geometry, computed with ωB97M-V/def2-TZVPD.

Each line ends with the Löwdin spin population.
CARTESIAN COORDINATES (ANGSTROEM)
Br  1.45  2.33  -2.10  0.002
C  -0.19  -0.08  0.90  0.638
C  -1.48  -0.36  0.21  0.107
C  1.00  -0.94  0.73  0.109
H  -1.84  0.67  0.05  0.008
H  1.78  -0.17  0.76  0.011
H  -1.33  -0.90  -0.74  0.011
H  1.21  -1.59  1.59  0.034
H  1.00  -1.47  -0.23  0.009
H  -0.06  0.89  1.30  0.038
H  0.72  2.46  -3.31  0.000
H  -2.26  -0.84  0.83  0.034

## Properties
Expectation value of S² = 0.754
Charge = 0
Energy above the lowest of the compared OMol25 structures with the same formula, charge and spin = 0.795 eV
2S+1 = 2
E_LUMO (alpha / beta) = 0.73 / 0.72 eV

=====

[3]
A 2-piece molecular cluster, C5H10NOPS overall in a non-equilibrium geometry, computed with ωB97M-V/def2-TZVPD.

Each line ends with the Mulliken charge.
CARTESIAN COORDINATES (ANGSTROEM)
S  3.38  1.17  -2.19  -0.341
P  0.04  -0.25  -0.22  0.521
O  -0.27  -1.28  -1.21  -0.644
N  1.25  0.79  -0.79  -0.173
C  -2.19  1.17  -1.11  -1.254
C  0.61  -1.08  2.57  -0.371
C  -1.53  0.70  0.17  -0.302
C  1.22  -2.21  2.31  -0.383
C  1.94  0.54  -1.91  -0.090
H  -1.44  1.53  0.94  0.341
H  1.58  -2.39  1.30  0.246
H  -2.01  -0.19  0.62  0.248
H  0.11  -0.76  3.48  0.276
H  1.67  1.47  -0.11  0.289
H  -2.41  0.56  -1.93  0.408
H  -3.11  1.78  -0.98  0.316
H  1.58  -0.41  -2.39  0.286
H  1.03  -2.93  3.03  0.269
H  -1.47  1.79  -1.60  0.357

## Properties
Charge = 0
Energy above the lowest of the compared OMol25 structures with the same formula, charge and spin = 3.916 eV
2S+1 = 1
E_LUMO (alpha / beta) = -0.61 / -1.25 eV

=====

[4]
C20H21ClFN4O5Se2TcTe2 as an isolated structure in a non-equilibrium geometry, computed with ωB97M-V/def2-TZVPD.

Each line ends with the Löwdin spin population.
CARTESIAN COORDINATES (ANGSTROEM)
Te  -2.12  -0.14  9.28  0.321
Te  0.69  -0.27  8.63  0.332
Tc  -0.52  1.74  3.93  0.935
Se  -3.18  1.81  8.40  0.662
Se  0.21  -1.89  6.91  0.638
Cl  -1.87  5.73  6.51  0.000
F  1.09  -3.62  -0.03  0.000
O  -2.44  3.75  1.11  0.008
O  0.26  3.71  3.96  0.005
O  -2.05  2.47  2.89  0.040
O  -0.36  2.78  5.79  0.030
O  0.32  0.69  2.48  0.043
N  2.45  -4.05  -5.06  0.000
N  -1.91  -0.80  4.83  -0.003
N  1.30  -2.71  -2.78  -0.001
N  -0.58  1.45  -1.50  -0.003
C  -1.48  0.34  4.64  -0.024
C  -0.82  1.70  -2.87  0.000
C  0.57  -1.42  0.62  -0.002
C  -0.94  2.37  -0.55  -0.001
C  0.31  -0.68  -2.10  0.000
C  2.17  -3.87  -2.59  0.000
C  -0.16  3.83  5.15  0.006
C  -0.20  0.85  1.28  0.002
C  0.48  -2.87  -4.01  0.000
C  1.41  -2.98  -5.22  0.000
C  -1.54  2.91  -3.39  0.000
C  -0.07  0.22  -1.13  -0.001
C  -0.27  5.17  5.82  0.001
C  -1.81  2.86  1.62  0.009
C  0.75  -1.97  -1.74  -0.002
C  -0.85  2.05  0.79  -0.001
C  -2.27  1.60  -3.38  0.000
C  0.81  -2.36  -0.35  0.000
C  0.08  -0.13  0.27  0.001
C  3.18  -4.02  -3.75  0.000
H  -0.02  5.94  5.08  0.000
H  -1.98  3.65  -2.69  0.000
H  -2.26  1.02  -4.31  0.000
H  -1.07  3.26  -4.36  0.000
H  2.71  -3.70  -1.66  0.000
H  -1.29  3.33  -0.91  0.000
H  0.23  -0.40  -3.15  0.000
H  -3.06  1.54  -2.64  0.000
H  3.84  -3.16  -3.71  0.000
H  1.96  -2.02  -5.31  0.000
H  0.40  5.25  6.71  0.000
H  1.58  -4.78  -2.46  0.000
H  3.12  -4.00  -5.85  0.000
H  0.88  -3.10  -6.17  0.000
H  3.78  -4.98  -3.71  0.000
H  -0.22  -3.76  -3.91  0.000
H  -0.18  -2.04  -4.08  0.000
H  -0.09  1.40  -3.63  0.000
H  0.75  -1.62  1.68  0.000
H  1.98  -4.95  -5.19  0.000
H  -1.71  -1.13  5.79  0.005

## Properties
Expectation value of S² = 3.774
Charge = +1
Energy above the lowest of the compared OMol25 structures with the same formula, charge and spin = 1.962 eV
2S+1 = 4
E_LUMO (alpha / beta) = -3.67 / -3.67 eV